The following is a quantum chemistry calculation of a 2-piece molecular cluster, C3H9NOS overall, from OMol25.

Each line ends with the Mulliken charge.
Positions of all 15 atoms, in Å:
1 C 2.129 -1.015 -3.301  -0.977
2 C 3.343 -1.763 -2.828  -0.398
3 S 3.271 -2.087 -1.022  -0.219
4 H 2.030 -0.847 -4.379  0.310
5 H 1.913 -0.068 -2.815  0.307
6 H 1.210 -1.563 -3.098  0.315
7 H 3.281 -2.796 -3.139  0.250
8 H 4.269 -1.267 -3.081  0.312
9 H 3.357 -0.841 -0.572  0.100
10 C -4.209 2.549 4.431  0.097
11 N -4.144 1.563 3.485  -0.376
12 O -3.269 3.222 4.764  -0.516
13 H -5.203 2.686 4.879  0.319
14 H -4.752 0.769 3.592  0.234
15 H -3.226 1.457 3.084  0.243

E_HOMO   -9.109 eV
Energy   -647.87748 hartree
Lowest unoccupied orbital energy   0.0355 hartree
SMILES   NC=O.CCS
Orbital gap   0.3703 Ha
Max |F|   1.7 eV Å⁻¹